Record 1
Entry from the OMol25 dataset: a 5-piece molecular cluster, C19H31N2O14 overall (ωB97M-V/def2-TZVPD).

For the energy, the calculation gives -1905.61252 Eh. The calculation puts the LUMO energy at 1.8 eV. The frontier orbital gap comes out at 5.8 eV. As for the total charge: -1.

Each line ends with the Mulliken charge.
CARTESIAN COORDINATES (ANGSTROEM)
N1 -4.851 -2.164 1.702  -0.486
C1 -6.053 -1.660 2.391  -0.972
C2 -7.058 -0.885 1.512  0.492
N2 -6.907 0.571 1.552  -0.721
C3 -8.471 -1.286 1.975  0.246
O1 -8.937 -0.573 2.891  -0.749
O2 -8.973 -2.261 1.385  -0.745
H1 -4.147 -1.439 1.680  0.188
H2 -5.086 -2.359 0.737  0.266
H3 -5.729 -0.976 3.174  0.298
H4 -6.561 -2.488 2.877  0.308
H5 -6.901 -1.192 0.479  0.462
H6 -5.966 0.836 1.286  0.166
H7 -7.097 0.894 2.492  0.264
C4 -1.052 -4.001 2.133  -1.505
C5 -0.684 -2.991 1.081  0.386
C6 0.504 -2.103 1.380  -0.430
O3 0.185 -0.921 0.623  -0.168
C7 -1.162 -0.852 0.514  0.425
O4 -1.749 0.103 0.112  -0.516
O5 -1.726 -1.998 0.933  -0.226
H8 -1.968 -4.522 1.859  0.381
H9 -0.248 -4.730 2.238  0.404
H10 -1.222 -3.513 3.092  0.345
H11 -0.562 -3.470 0.106  0.259
H12 1.460 -2.501 1.057  0.307
H13 0.550 -1.829 2.436  0.272
C8 2.144 2.427 -2.345  -1.570
C9 2.080 1.503 -1.160  1.050
C10 3.013 1.824 -0.017  -0.319
O6 3.221 0.516 0.565  -0.369
C11 2.983 -0.405 -0.381  0.753
O7 3.122 -1.583 -0.235  -0.630
O8 2.521 0.168 -1.507  -0.390
H14 1.490 2.076 -3.143  0.373
H15 1.828 3.426 -2.047  0.351
H16 3.159 2.486 -2.738  0.381
H17 1.055 1.406 -0.792  -0.066
H18 2.581 2.499 0.709  0.164
H19 3.971 2.207 -0.376  0.346
C12 -2.775 5.677 0.196  -1.503
C13 -1.636 4.718 -0.014  0.531
C14 -1.611 3.498 0.883  -0.484
O9 -0.201 3.212 0.941  -0.260
C15 0.471 4.361 0.733  0.640
O10 1.650 4.461 0.880  -0.584
O11 -0.362 5.333 0.323  -0.365
H20 -2.665 6.552 -0.442  0.361
H21 -3.716 5.186 -0.049  0.400
H22 -2.810 6.013 1.232  0.354
H23 -1.571 4.414 -1.063  0.248
H24 -2.147 2.637 0.497  0.344
H25 -1.953 3.730 1.893  0.302
C16 6.081 -2.524 -1.205  -1.447
C17 6.388 -1.943 -2.556  0.642
C18 6.241 -2.878 -3.735  -0.467
O12 7.175 -2.327 -4.678  -0.337
C19 8.139 -1.683 -3.979  0.613
O13 9.150 -1.270 -4.445  -0.538
O14 7.784 -1.582 -2.679  -0.373
H26 6.280 -1.798 -0.419  0.325
H27 5.028 -2.795 -1.151  0.357
H28 6.693 -3.407 -1.013  0.409
H29 5.805 -1.034 -2.726  0.212
H30 5.244 -2.898 -4.167  0.305
H31 6.560 -3.893 -3.487  0.293



Record 2
Entry from the OMol25 dataset: one molecule with the formula C19H31N5O3 (ωB97M-V/def2-TZVPD).

For the relative energy (zero: lowest compared OMol25 entry of this formula, charge and spin), the calculation gives 41.5 kcal/mol. For the energy, the calculation gives -1242.10647 Eh. The calculation puts the LUMO energy at 0.6 eV. The frontier orbital gap comes out at 9.8 eV.

Each line ends with the Mulliken charge.
CARTESIAN COORDINATES (ANGSTROEM)
C1 0.333 3.737 1.127  -1.576
C2 -1.178 3.650 1.296  0.043
C3 -1.556 3.097 2.669  -0.639
C4 -3.057 2.902 2.791  -0.604
O1 -3.549 2.050 1.768  -0.416
C5 -3.312 2.597 0.490  -1.216
C6 -1.813 2.763 0.220  2.153
C7 -1.641 3.370 -1.167  0.092
O2 -1.714 4.581 -1.313  -0.684
N1 -1.446 2.524 -2.217  0.254
C8 -1.259 3.073 -3.548  -1.126
C9 -1.349 1.077 -2.091  -1.132
C10 0.079 0.605 -1.822  -0.182
C11 0.223 -0.906 -1.636  -0.161
C12 -0.912 -1.547 -0.820  -0.597
C13 -0.564 -2.986 -0.506  0.224
O3 -0.912 -3.885 -1.255  -0.676
N2 0.160 -3.244 0.628  0.043
C14 0.643 -4.607 0.823  -1.207
C15 2.029 -4.793 0.184  -0.681
C16 2.842 -3.612 0.594  0.702
C17 2.350 -2.467 1.151  0.275
N3 3.376 -1.620 1.404  -0.414
N4 4.477 -2.188 1.025  -0.914
N5 4.171 -3.396 0.531  0.553
C18 5.218 -4.274 0.057  -0.932
C19 0.892 -2.233 1.387  -0.568
H1 0.790 2.747 1.221  0.256
H2 0.598 4.150 0.153  0.368
H3 0.774 4.376 1.893  0.448
H4 -1.607 4.650 1.183  0.309
H5 -1.057 2.135 2.826  0.226
H6 -1.209 3.774 3.455  0.395
H7 -3.325 2.430 3.735  0.350
H8 -3.570 3.872 2.733  0.352
H9 -3.771 1.917 -0.230  0.366
H10 -3.799 3.578 0.394  0.405
H11 -1.350 1.776 0.290  -0.680
H12 -1.298 4.155 -3.486  0.411
H13 -0.292 2.770 -3.956  0.309
H14 -2.046 2.721 -4.219  0.318
H15 -2.027 0.733 -1.312  0.113
H16 -1.720 0.644 -3.024  0.566
H17 0.731 0.942 -2.631  0.377
H18 0.430 1.114 -0.919  0.039
H19 0.248 -1.406 -2.607  0.382
H20 1.189 -1.110 -1.165  0.108
H21 -1.121 -0.974 0.087  0.202
H22 -1.827 -1.583 -1.408  0.658
H23 0.711 -4.784 1.899  0.408
H24 -0.078 -5.292 0.391  0.452
H25 2.474 -5.732 0.519  0.505
H26 1.925 -4.842 -0.903  0.339
H27 4.787 -5.001 -0.627  0.326
H28 5.961 -3.679 -0.467  0.329
H29 5.691 -4.792 0.889  0.306
H30 0.613 -1.234 1.069  0.067
H31 0.643 -2.319 2.449  0.376



Record 3
Entry from the OMol25 dataset: C19H31NO7SSiZr as an isolated structure (ωB97M-V/def2-TZVPD).

For the energy, the calculation gives -2058.57595 Eh. The calculation puts the LUMO energy at -7.9 eV. The frontier orbital gap comes out at 7.8 eV. As for the total charge: +2.

Each line ends with the Mulliken charge.
CARTESIAN COORDINATES (ANGSTROEM)
Zr1 0.804 -1.710 -0.044  0.924
O1 -1.731 -5.081 -0.951  -0.374
C1 -0.866 -4.278 -0.440  0.463
O2 -0.250 -3.412 -1.096  -0.534
C2 -0.562 -4.426 1.002  0.352
C3 -0.978 -5.396 1.888  -0.596
C4 -0.414 -5.376 3.170  -0.343
C5 0.561 -4.446 3.500  -0.717
C6 0.927 -3.521 2.529  0.694
N1 0.335 -3.503 1.350  -0.141
C7 2.003 -2.450 2.622  0.035
O3 2.602 -2.171 3.604  -0.482
O4 2.151 -1.860 1.415  -0.671
H1 -1.857 -4.950 -1.909  0.422
H2 -1.699 -6.149 1.601  0.561
H3 -0.724 -6.114 3.897  0.483
H4 1.044 -4.435 4.468  0.545
C8 2.042 2.832 1.666  -1.535
C9 0.608 2.487 2.035  1.736
C10 -0.123 3.677 2.628  -1.774
C11 0.549 1.281 2.959  -1.672
O5 -0.088 2.174 0.788  0.046
Si1 -0.406 1.083 -0.301  0.256
S1 -1.300 -0.738 0.500  -0.623
O6 1.043 0.305 -0.790  1.085
C12 1.841 0.143 -2.066  1.329
C13 1.284 -1.124 -2.717  -1.951
C14 3.267 -0.047 -1.584  -1.148
C15 1.665 1.380 -2.913  -1.667
O7 -1.100 1.591 -1.646  -0.101
C16 -2.460 2.139 -1.851  1.461
C17 -2.311 3.173 -2.951  -1.665
C18 -2.954 2.766 -0.559  -1.481
C19 -3.344 0.985 -2.293  -1.548
H5 2.595 3.125 2.557  0.488
H6 2.062 3.663 0.960  0.385
H7 2.534 1.965 1.222  0.180
H8 0.369 3.992 3.548  0.464
H9 -1.156 3.418 2.859  0.390
H10 -0.116 4.513 1.930  0.386
H11 0.994 1.532 3.921  0.542
H12 1.130 0.454 2.540  0.248
H13 -0.483 0.970 3.124  0.347
H14 1.657 -2.077 -2.273  0.763
H15 1.668 -1.212 -3.735  0.532
H16 0.192 -1.119 -2.792  0.262
H17 3.359 -0.888 -0.881  0.165
H18 3.624 0.850 -1.081  0.352
H19 3.924 -0.262 -2.428  0.482
H20 0.653 1.453 -3.302  0.326
H21 2.367 1.349 -3.748  0.531
H22 1.890 2.267 -2.321  0.374
H23 -1.644 3.976 -2.636  0.370
H24 -3.282 3.606 -3.188  0.467
H25 -1.912 2.715 -3.856  0.351
H26 -2.279 3.553 -0.224  0.332
H27 -3.051 2.017 0.234  0.293
H28 -3.941 3.200 -0.715  0.529
H29 -2.952 0.537 -3.207  0.321
H30 -4.349 1.352 -2.497  0.488
H31 -3.414 0.219 -1.519  0.262